No. 1
DFT (ωB97M-V with the def2-TZVPD basis set) results for 5 unconnected molecules or ions with the total composition C32H68BrFN5O18S4 in a non-equilibrium geometry.

Properties
- total charge = +1
- LUMO (eV) = -2.076
- 2S+1 = 1

```
129
Properties=species:S:1:pos:R:3:forces:R:3
C -3.493 -0.339 -4.038 -0.1 -0.1 0.0
C -2.908 -1.718 -3.694 -0.3 0.0 -0.1
C -2.116 -1.937 -2.381 -0.2 0.0 -0.2
Br -1.906 -3.896 -2.296 -0.2 -0.1 0.0
C -0.769 -1.191 -2.099 0.1 -0.6 0.3
C 0.268 -2.081 -1.380 0.3 0.2 0.5
C 1.187 -2.994 -2.194 0.1 -0.1 -0.2
C -0.138 -0.535 -3.343 -0.1 0.1 -0.3
N 0.013 -1.485 -4.412 0.0 0.1 0.0
O 1.140 -0.020 -3.020 0.0 0.2 -0.1
C 1.244 0.853 -1.895 0.3 -0.1 -0.1
C 1.957 2.154 -2.284 -0.2 0.1 0.1
C 2.990 2.630 -1.259 0.1 -0.2 -0.2
C 3.376 4.104 -1.500 -0.4 0.0 -0.3
C 3.378 5.010 -0.261 0.3 0.3 -0.1
C 3.849 4.343 1.021 -0.1 0.1 0.4
C 5.220 3.697 0.871 0.3 0.0 0.1
C 5.833 3.218 2.189 -0.2 -0.4 -0.2
C 5.285 1.848 2.649 0.1 -0.1 0.3
C 6.299 0.711 2.481 0.0 -0.3 -0.1
C 6.402 0.178 1.041 0.2 0.2 0.7
C 7.100 -1.196 0.949 -0.1 -0.1 -0.4
C 6.249 -2.326 0.326 0.0 0.2 0.0
O 5.782 -3.282 1.260 -0.2 0.0 0.0
C 4.851 -2.769 2.194 0.0 -0.1 0.0
C -0.127 1.169 -1.334 -0.1 -0.2 -0.4
F 0.009 1.786 -0.140 0.1 0.4 0.4
N -0.992 -0.036 -1.042 0.0 0.2 -0.8
C -2.367 0.447 -0.719 -0.2 0.4 0.4
C -2.908 -0.209 0.584 -1.2 -0.3 0.7
N -3.904 -1.250 0.238 0.4 0.0 0.2
N -3.612 0.778 1.426 0.4 0.5 -0.8
N -1.821 -0.709 1.388 0.5 0.3 -0.4
H -4.101 -0.452 -4.942 0.2 0.0 0.1
H -2.761 0.444 -4.253 0.0 0.0 0.1
H -4.191 0.016 -3.277 0.1 0.0 0.1
H -2.347 -2.119 -4.541 0.1 0.2 0.2
H -3.777 -2.381 -3.610 0.2 0.0 0.1
H -2.805 -1.806 -1.545 0.1 0.2 0.0
H -0.261 -2.652 -0.605 0.0 0.0 -0.2
H 0.941 -1.411 -0.829 -0.1 -0.1 0.0
H 0.684 -3.490 -3.025 0.1 0.0 0.3
H 2.027 -2.416 -2.595 -0.1 -0.1 0.1
H 1.608 -3.754 -1.530 -0.1 0.1 -0.1
H -0.790 0.269 -3.708 0.0 0.0 0.2
H -0.350 -1.127 -5.287 0.2 0.0 0.1
H 0.987 -1.751 -4.520 -0.2 0.0 0.0
H 1.839 0.355 -1.116 -0.1 0.0 -0.1
H 2.421 1.977 -3.261 -0.1 0.1 0.1
H 1.208 2.950 -2.408 0.1 -0.1 -0.2
H 3.869 1.988 -1.362 -0.2 0.1 0.2
H 2.591 2.456 -0.251 0.0 0.2 -0.2
H 4.333 4.172 -2.032 -0.1 -0.2 0.2
H 2.638 4.521 -2.198 0.2 0.0 0.0
H 2.393 5.477 -0.140 0.1 -0.2 0.2
H 4.072 5.839 -0.456 -0.2 -0.1 0.0
H 3.109 3.616 1.389 0.2 0.1 -0.1
H 3.914 5.115 1.801 0.0 -0.1 -0.1
H 5.177 2.833 0.193 0.0 0.2 0.0
H 5.904 4.435 0.427 -0.2 -0.1 -0.1
H 5.674 3.976 2.965 0.1 -0.1 -0.1
H 6.912 3.101 2.033 -0.1 0.2 0.2
H 4.994 1.882 3.706 0.0 0.1 -0.1
H 4.376 1.579 2.091 0.0 0.1 0.1
H 6.035 -0.123 3.146 -0.1 0.1 -0.1
H 7.285 1.056 2.820 -0.1 -0.1 0.0
H 5.387 0.121 0.626 0.2 0.0 0.1
H 6.968 0.896 0.435 -0.4 -0.1 0.3
H 7.418 -1.541 1.939 0.1 0.1 -0.1
H 7.994 -1.095 0.325 0.0 0.0 0.2
H 6.829 -2.893 -0.406 0.0 0.0 0.2
H 5.391 -1.884 -0.211 0.1 -0.1 0.1
H 4.129 -3.559 2.421 0.1 0.1 0.0
H 4.304 -1.906 1.785 0.1 -0.1 0.0
H 5.341 -2.469 3.130 -0.1 0.1 -0.2
H -0.682 1.833 -2.005 0.0 -0.2 0.0
H -0.646 -0.362 -0.120 0.0 0.0 0.0
H -3.067 0.307 -1.529 0.1 -0.3 -0.3
H -2.309 1.530 -0.574 0.2 -0.2 0.2
H -3.724 -2.060 0.832 -0.1 0.1 -0.1
H -4.838 -0.934 0.500 0.1 -0.1 -0.2
H -2.958 1.528 1.664 -0.1 -0.2 0.2
H -4.309 1.234 0.830 0.0 -0.2 0.2
H -1.453 -1.606 1.084 -0.4 -0.1 0.3
H -2.105 -0.747 2.363 0.2 -0.1 -0.1
C -5.727 -2.886 4.995 0.0 -0.2 0.1
C -4.924 -2.548 6.237 -0.2 0.2 0.1
O -3.563 -2.492 5.756 0.0 -0.1 0.0
S -3.538 -1.935 4.276 -0.1 -0.2 0.2
O -3.234 -0.543 4.275 0.1 -0.1 -0.1
O -2.763 -2.816 3.468 0.1 0.1 0.0
O -5.075 -2.123 3.954 -0.1 0.2 0.0
H -5.663 -3.944 4.738 0.0 0.0 0.0
H -6.768 -2.583 5.055 0.0 0.1 -0.1
H -4.993 -3.305 7.012 0.2 0.0 0.0
H -5.190 -1.572 6.644 0.0 0.0 0.0
C -6.398 2.078 2.667 0.1 0.0 -0.1
C -6.126 3.469 3.208 0.1 -0.1 0.2
O -7.377 4.147 3.047 0.0 0.0 -0.1
S -8.590 3.124 3.256 -0.1 0.0 0.0
O -9.071 3.204 4.589 0.0 -0.1 -0.1
O -9.465 3.249 2.146 0.1 0.0 0.1
O -7.723 1.785 3.120 0.0 0.0 0.1
H -6.395 2.061 1.574 0.0 0.0 0.0
H -5.708 1.329 3.050 -0.1 -0.1 0.1
H -5.359 4.005 2.655 -0.1 0.1 -0.1
H -5.865 3.445 4.268 0.0 0.0 0.0
C 6.838 2.277 -4.514 0.2 0.0 -0.1
C 6.665 0.785 -4.732 -0.2 0.1 -0.1
O 7.148 0.206 -3.511 0.1 0.0 0.1
S 6.824 1.161 -2.279 -0.1 0.1 -0.1
O 5.629 0.737 -1.630 0.1 0.0 -0.5
O 8.011 1.361 -1.532 0.0 0.0 -0.1
O 6.475 2.463 -3.135 -0.1 -0.1 0.0
H 7.873 2.593 -4.651 0.0 0.0 0.0
H 6.182 2.879 -5.137 -0.1 0.0 0.1
H 7.252 0.401 -5.562 0.1 -0.1 0.1
H 5.615 0.512 -4.862 0.0 0.0 0.0
C -7.867 -4.336 -1.402 0.2 0.0 -0.2
C -6.793 -5.112 -0.662 -0.1 -0.2 0.0
O -6.315 -4.175 0.321 0.0 0.1 -0.2
S -7.515 -3.243 0.810 0.0 -0.1 0.0
O -8.043 -3.747 2.027 0.0 0.2 0.0
O -7.088 -1.891 0.696 0.1 0.0 0.2
O -8.524 -3.583 -0.368 0.0 -0.1 0.1
H -7.439 -3.638 -2.124 0.0 0.0 0.0
H -8.596 -4.975 -1.892 -0.1 0.0 0.1
H -5.965 -5.413 -1.297 0.1 0.1 0.1
H -7.203 -5.982 -0.147 0.0 0.0 0.0
```
Positions in Å, forces in eV/Å.


No. 2
DFT (ωB97M-V with the def2-TZVPD basis set) results for 6 unconnected molecules or ions with the total composition C32H68N3O10 in a non-equilibrium geometry.

Properties
- total charge = +1
- LUMO (eV) = -4.507
- 2S+1 = 1

```
113
Properties=species:S:1:pos:R:3:forces:R:3
N -4.826 0.325 2.763 0.5 0.0 -0.7
C -4.751 0.175 1.402 0.1 -0.6 -2.2
N -5.575 1.099 0.578 5.2 -0.7 1.4
C -4.735 1.240 -0.679 -0.1 -0.4 -1.3
C -3.988 -0.189 -0.738 -0.7 0.5 -3.2
N -3.903 -0.775 0.650 -2.5 4.8 1.2
C -2.482 -0.895 1.191 0.4 -0.3 -0.1
C -1.729 0.512 1.055 1.1 0.2 0.3
C -0.277 0.535 1.807 -1.4 1.5 -0.2
C 0.086 2.118 1.920 0.8 1.9 0.3
C -0.295 2.867 3.224 1.7 1.8 -3.3
C 0.004 4.403 3.335 0.6 -2.5 -3.4
C 0.663 5.094 2.110 -0.5 -2.5 -0.1
C 1.067 4.341 0.805 -1.7 -2.3 2.3
C 0.773 2.829 0.704 -1.3 1.6 3.4
H -5.203 -0.389 3.396 0.8 0.4 -0.5
H -4.440 1.218 3.120 -1.0 -1.0 -0.1
H -5.368 2.010 1.048 -1.4 -0.7 0.1
H -4.059 2.171 -0.674 -0.8 -1.5 0.4
H -5.418 1.392 -1.584 1.0 -0.5 1.3
H -3.006 -0.107 -1.336 -1.2 -0.2 1.6
H -4.637 -0.776 -1.487 0.8 0.2 1.7
H -1.995 -1.719 0.556 -0.6 1.3 0.9
H -2.547 -1.301 2.254 0.2 0.8 -1.3
H -1.516 0.810 -0.029 -0.5 -0.6 1.4
H -2.308 1.400 1.515 0.5 -1.6 -0.6
H 0.470 -0.051 1.178 -0.8 0.8 1.1
H -0.474 0.093 2.845 0.8 0.5 -1.4
H -0.799 2.255 4.044 0.9 1.1 -1.1
H -0.305 4.955 4.292 0.7 -0.8 -1.8
H 0.865 6.223 2.140 -0.3 -2.0 0.1
H 1.555 4.860 -0.111 -0.9 -0.7 2.0
H 0.996 2.176 -0.216 -0.2 1.3 1.5
C 6.880 0.033 1.647 0.0 0.1 -0.2
O 5.769 -0.313 0.829 -0.1 -0.1 0.4
C 4.923 -1.281 1.446 -0.2 0.3 -0.5
C 3.661 -0.637 2.004 0.3 -0.3 0.5
O 3.953 0.206 3.114 0.0 -0.1 -0.3
C 3.918 1.576 2.762 0.0 0.2 0.1
H 7.377 0.895 1.199 -0.1 -0.1 -0.1
H 6.568 0.299 2.660 0.0 0.0 0.0
H 7.589 -0.799 1.684 0.0 0.0 0.1
H 5.461 -1.832 2.226 -0.1 0.1 0.0
H 4.639 -1.994 0.667 -0.1 0.0 0.1
H 2.999 -1.428 2.373 0.0 -0.1 -0.1
H 3.123 -0.086 1.224 0.1 0.0 0.0
H 2.885 1.882 2.580 0.0 0.2 -0.1
H 4.524 1.781 1.875 0.0 0.0 0.0
H 4.317 2.155 3.596 0.0 -0.1 0.0
C 6.096 5.675 -3.576 0.0 0.1 -0.2
O 4.986 5.320 -4.390 -0.1 -0.1 0.4
C 4.152 4.343 -3.772 -0.1 0.3 -0.5
C 2.886 4.974 -3.206 0.3 -0.2 0.4
O 3.179 5.819 -2.095 -0.1 0.1 -0.3
C 3.142 7.197 -2.444 0.0 0.0 0.2
H 6.583 6.543 -4.025 -0.1 -0.1 -0.1
H 5.786 5.936 -2.561 0.0 0.0 0.0
H 6.814 4.850 -3.544 0.0 0.0 0.1
H 4.699 3.796 -2.995 -0.1 0.1 0.0
H 3.871 3.628 -4.552 0.0 0.0 0.0
H 2.232 4.177 -2.836 0.0 0.0 0.0
H 2.341 5.521 -3.982 0.1 0.0 0.0
H 2.107 7.509 -2.616 0.0 0.1 -0.1
H 3.746 7.407 -3.330 -0.1 0.0 0.0
H 3.542 7.770 -1.606 0.0 -0.1 0.0
C 4.289 -5.149 -3.683 0.1 0.0 -0.2
O 3.811 -4.183 -4.609 -0.2 0.0 0.4
C 2.525 -3.681 -4.252 0.4 0.3 -0.4
C 2.624 -2.293 -3.633 -0.2 -0.4 0.4
O 3.259 -2.339 -2.356 0.1 0.0 -0.3
C 4.609 -1.894 -2.409 0.0 0.0 0.1
H 5.336 -5.354 -3.915 -0.1 0.1 -0.1
H 4.224 -4.790 -2.654 0.0 0.0 0.0
H 3.721 -6.079 -3.788 0.0 0.0 0.1
H 2.006 -4.375 -3.580 0.1 0.1 0.0
H 1.945 -3.613 -5.178 0.0 0.0 0.0
H 1.612 -1.907 -3.471 0.0 0.0 -0.1
H 3.144 -1.601 -4.304 0.0 -0.1 0.0
H 4.636 -0.811 -2.565 0.1 0.0 0.0
H 5.171 -2.398 -3.199 -0.1 0.0 0.0
H 5.079 -2.117 -1.451 -0.1 0.0 -0.1
C -0.926 -3.009 7.697 0.1 -0.1 0.1
O -0.409 -3.992 6.810 -0.3 0.3 -0.2
C -1.190 -4.117 5.624 0.6 -0.2 0.1
C -0.514 -3.431 4.443 -0.5 0.2 0.1
O -0.497 -2.012 4.608 0.1 -0.1 0.0
C 0.783 -1.534 5.007 0.0 0.1 0.0
H -0.191 -2.844 8.487 0.0 -0.1 -0.1
H -1.108 -2.061 7.187 0.0 0.0 0.0
H -1.853 -3.370 8.153 0.0 0.1 0.0
H -2.202 -3.726 5.779 0.1 0.1 0.0
H -1.271 -5.187 5.410 0.0 0.0 -0.1
H -1.094 -3.638 3.538 0.0 -0.1 0.0
H 0.498 -3.820 4.290 -0.1 0.0 0.1
H 1.485 -1.611 4.172 0.1 0.0 0.1
H 1.169 -2.084 5.870 0.0 0.0 -0.1
H 0.683 -0.483 5.281 -0.1 -0.1 -0.1
C -7.699 -1.112 -2.294 0.0 0.2 -0.3
O -7.067 -1.370 -3.539 0.0 -0.1 0.4
C -6.588 -2.712 -3.635 0.0 0.2 -0.5
C -7.504 -3.566 -4.502 -0.1 -0.3 0.5
O -8.765 -3.775 -3.871 0.2 0.4 -0.2
C -9.788 -2.958 -4.426 -0.1 -0.1 0.1
H -8.192 -0.140 -2.356 0.1 -0.1 -0.1
H -8.452 -1.868 -2.059 0.1 0.0 0.1
H -6.947 -1.068 -1.498 -0.1 -0.1 0.2
H -6.462 -3.156 -2.641 -0.1 0.0 -0.1
H -5.602 -2.662 -4.108 0.0 -0.1 0.0
H -7.046 -4.552 -4.631 0.0 0.0 0.0
H -7.631 -3.122 -5.495 0.0 0.1 0.1
H -10.047 -3.316 -5.427 0.0 0.1 0.0
H -9.487 -1.908 -4.472 0.0 0.0 -0.1
H -10.670 -3.040 -3.789 0.1 -0.1 0.0
```
Positions in Å, forces in eV/Å.